Here is an isolated ion of composition C5H10NO2 and charge -1 from OMol25. Energies are from ωB97M-V/def2-TZVPD.

The geometry in XYZ format:
```
18
Properties=species:S:1:pos:R:3:forces:R:3
H 0.549 -1.260 -1.957 -0.21 0.48 -0.47
C 1.163 -0.706 0.048 -0.27 0.03 -1.38
C 1.545 -1.212 -1.463 -0.03 -0.47 1.15
O 2.175 -2.374 -1.517 0.25 -0.16 0.06
H 1.798 -1.302 0.702 0.11 0.38 0.18
H -0.841 -0.388 2.283 -0.47 0.23 0.18
C -0.322 -0.924 0.328 0.25 0.25 0.36
H -0.884 -0.804 -0.592 -0.08 -0.19 -0.19
H 2.120 -0.332 -1.856 -0.09 -0.01 -0.34
C -1.418 1.205 1.201 0.63 0.12 0.66
O -1.941 1.801 2.136 -0.17 0.17 -0.04
H 0.010 1.713 -0.252 -0.09 0.09 -0.27
H -1.612 1.426 -0.913 0.13 -0.02 -0.21
H 1.400 0.358 -0.009 0.18 -0.01 0.72
H -0.415 -1.951 0.688 -0.37 0.03 -0.23
H -1.272 2.945 -0.069 -0.09 -0.06 0.20
C -1.055 1.881 -0.095 -0.27 -0.19 -0.17
N -0.999 -0.075 1.339 0.61 -0.67 -0.21
```
Forces are in eV/Å.

F_max	1.4	eV/Å
total charge	-1
relative energy (zero: lowest compared OMol25 entry of this formula, charge and spin)	2.200	eV
structure (SMILES)	CC(=O)NCCC[O-]
E_LUMO	3.6	eV
DFT total energy	-10932.065	eV
multiplicity	1
HOMO-LUMO gap	6.166	eV
HOMO	-2.56	eV

Here are the Mulliken charges for atoms 1 to 5, given in e: atom 1 (H): 0.09, atom 2 (C): -0.27, atom 3 (C): -0.21, atom 4 (O): -0.88, atom 5 (H): 0.21